183
Properties=species:S:1:pos:R:3:forces:R:3 method="wB97M-V/def2-TZVPD" de_lowest_ev=0.0000 spin_multiplicity=2 e_homo_ev="-0.42 / -6.16" charge=-1
C -2.51968 2.24046 -3.65018 1.439 0.016 -0.924
C -1.39426 1.18744 -3.50154 1.214 0.274 -1.171
C 0.04841 1.76857 -3.65207 0.276 1.398 1.435
C 0.56616 2.49387 -2.39082 -1.076 -1.174 0.801
C 0.42641 1.61086 -1.10408 -1.124 0.218 -1.031
C -1.01823 0.93825 -0.97563 1.063 0.348 1.232
N -1.50012 0.40241 -2.25166 3.449 0.322 -1.270
O -2.69831 -0.21947 -2.11324 -1.248 0.383 0.481
C -0.93847 -0.25031 0.00499 0.166 -0.534 0.219
C -1.91676 2.01263 -0.31935 0.236 0.303 -1.069
C -1.47556 0.31381 -4.78699 -1.170 -0.298 1.045
H -3.43823 1.74128 -3.95869 -0.492 0.113 1.191
H -2.35015 2.78125 -4.58125 0.486 0.256 -0.118
H -2.46484 3.00087 -2.87115 -0.906 -0.275 0.109
H 0.85377 1.09142 -3.93662 -0.575 -0.670 -0.282
H -0.03938 2.53915 -4.41797 0.143 -0.184 -0.316
H -0.09425 3.35472 -2.28647 0.404 0.395 0.305
H 1.61699 2.78199 -2.41996 -0.136 0.352 -0.483
H 0.55860 2.29678 -0.26733 -0.141 -0.170 0.301
H 1.24196 0.89301 -1.01650 -0.136 -0.369 -0.284
H -1.85087 -0.50246 0.54541 -0.476 0.299 -0.335
H -0.66538 -1.15986 -0.53002 0.210 -0.004 -0.110
H -0.22951 -0.11042 0.82102 0.367 0.360 -0.182
H -1.51585 2.29109 0.65524 -0.262 -0.346 0.175
H -1.86633 2.91733 -0.92523 -0.161 0.146 0.075
H -2.96132 1.70298 -0.28608 -0.100 0.043 0.400
H -1.30017 0.83888 -5.72594 0.218 0.631 0.429
H -2.53025 0.04060 -4.81997 0.035 -0.885 -0.368
H -0.79017 -0.53169 -4.72822 -0.225 -0.173 0.083
H -3.24767 0.50749 -1.81100 -1.303 -0.081 0.034
C 4.42182 -5.45857 -2.47075 -0.005 -0.265 -1.239
C 3.02757 -4.77115 -2.39672 1.682 -0.555 0.758
C 3.14860 -3.95472 -1.06473 -0.779 1.240 -0.313
C 2.06073 -2.88440 -0.95854 -0.077 1.106 0.179
C 2.00644 -2.06899 -2.20484 0.497 -0.274 -3.059
C 1.79379 -2.86772 -3.52074 -0.649 -0.861 -1.703
N 2.77318 -3.97205 -3.58956 1.274 2.290 1.056
O 2.77150 -4.68280 -4.82373 -0.638 -0.734 0.978
C 0.31186 -3.34481 -3.62624 1.286 0.616 0.130
C 2.17228 -1.96553 -4.74630 0.097 0.725 0.791
C 1.96654 -5.77570 -2.25541 -1.066 -2.912 1.130
H 4.85332 -5.77792 -1.52210 -0.469 0.103 0.256
H 5.15589 -4.80582 -2.94314 -0.084 0.243 0.017
H 4.36810 -6.34589 -3.10152 -0.003 -0.088 -0.097
H 3.17087 -4.50299 -0.12292 -0.493 -1.081 -0.442
H 4.14396 -3.51796 -0.98342 0.050 0.641 -0.615
H 2.27381 -2.12777 -0.20342 0.271 -0.326 0.575
H 1.03862 -3.18411 -0.72713 0.114 -0.785 0.095
H 2.97580 -1.63567 -2.45115 0.132 0.498 0.638
H 1.23119 -1.30707 -2.28589 0.016 0.220 0.635
H 0.09637 -3.77698 -2.64906 -0.590 -0.332 -0.388
H -0.33447 -2.48419 -3.79858 -0.076 -0.087 0.135
H 0.22320 -4.02238 -4.47544 -0.203 -0.253 0.303
H 1.65870 -1.00684 -4.67393 -0.081 0.095 0.061
H 3.24128 -1.75754 -4.70067 0.186 0.140 0.273
H 2.02391 -2.26770 -5.78302 -0.611 -0.688 0.205
H 1.62712 -6.22508 -3.18865 -0.437 0.723 -0.202
H 1.17978 -5.53161 -1.54160 -0.506 0.570 -0.655
H 2.31055 -6.68848 -1.76900 0.711 -0.145 0.328
H 3.06364 -4.03245 -5.46661 0.271 0.149 0.094
C 6.19583 3.93680 1.44198 -0.399 -0.849 0.694
C 5.64174 2.91737 0.41418 1.440 -0.546 -0.212
C 6.71119 2.93552 -0.76977 -0.620 -0.178 -0.694
C 6.58964 1.80012 -1.80511 -1.787 -0.054 1.724
C 6.54505 0.45749 -1.04278 1.161 0.876 -0.450
C 5.52320 0.34749 0.11522 -0.335 -2.314 0.292
N 5.56475 1.50524 0.99396 2.057 2.514 -0.978
O 4.84157 1.51022 2.20178 -0.683 -0.602 -0.679
C 4.19957 -0.04952 -0.50873 -1.216 0.528 0.195
C 5.89922 -0.91800 1.03179 0.713 0.509 -1.558
C 4.29294 3.43002 -0.06148 -0.562 -0.578 -0.091
H 5.58509 3.85587 2.34117 -0.159 0.278 0.040
H 6.15104 4.96635 1.08683 -0.126 -0.129 -0.240
H 7.21299 3.74030 1.78089 0.143 -0.215 -0.327
H 6.49475 3.82420 -1.36265 0.154 0.468 0.367
H 7.73777 3.02526 -0.41455 -0.082 -0.131 0.393
H 7.29358 1.82444 -2.63696 0.246 -0.008 0.341
H 5.59983 1.96227 -2.23182 -0.147 -0.140 -0.439
H 7.56496 0.33892 -0.67695 0.108 -0.305 0.369
H 6.40122 -0.29421 -1.81889 -0.327 -0.494 0.463
H 3.77083 0.64531 -1.23088 0.303 0.149 -0.234
H 4.26389 -1.02428 -0.99227 0.128 0.115 0.144
H 3.44429 -0.09808 0.27568 -0.167 -0.241 0.165
H 5.26243 -1.03942 1.90807 0.466 0.483 0.249
H 5.84712 -1.88813 0.53760 -0.676 0.118 -0.694
H 6.98529 -0.87431 1.11326 0.042 0.356 1.298
H 4.44424 4.26706 -0.74308 -0.312 -0.036 -0.021
H 3.61372 3.71868 0.74066 0.347 0.343 0.348
H 3.71929 2.62224 -0.51594 0.179 0.128 -0.608
H 5.48176 1.20608 2.84928 0.038 -0.025 0.192
C -2.89696 -2.14524 3.72169 1.483 -1.270 -0.396
C -3.93208 -3.18396 4.19190 -1.177 0.294 -0.174
C -4.07354 -2.95727 5.67659 -0.515 -1.597 2.736
C -5.33140 -3.51285 6.35253 -2.614 -0.386 -1.209
C -6.62561 -2.99354 5.62306 3.105 0.004 1.791
C -6.50097 -3.14146 4.12942 -3.256 0.808 -0.966
N -5.22136 -2.78035 3.60074 1.029 1.211 -0.040
O -5.18126 -2.84243 2.17169 -0.149 -0.777 0.592
C -7.04036 -4.54077 3.69158 1.098 0.419 0.118
C -7.49657 -1.99876 3.65923 -0.744 -0.897 -0.809
C -3.69045 -4.68772 3.86344 0.801 -0.372 -0.643
H -1.94416 -2.29258 4.23019 0.053 -0.362 0.435
H -3.09669 -1.09289 3.92359 -0.782 -0.214 -0.230
H -2.59226 -2.33382 2.69227 -0.444 0.382 -0.288
H -3.40743 -3.63772 6.20704 1.278 0.564 -0.320
H -3.93035 -1.94627 6.05802 0.199 0.147 -0.572
H -5.53177 -3.28773 7.40004 0.885 0.440 0.148
H -5.39421 -4.60099 6.34139 0.500 -0.286 -0.257
H -6.53553 -1.94218 5.89626 -0.745 0.298 -0.232
H -7.47718 -3.45178 6.12600 -0.321 0.103 -0.678
H -6.52174 -5.27174 4.31191 -0.388 -0.245 0.194
H -8.12160 -4.62574 3.80013 0.110 0.000 -0.014
H -6.70707 -4.77247 2.67998 -0.351 0.189 -0.162
H -7.26517 -0.99192 4.00683 0.598 -0.164 -0.140
H -7.68304 -2.01463 2.58542 0.573 0.215 -0.276
H -8.51738 -2.16276 4.00444 -0.026 -0.417 0.577
H -4.47567 -5.37602 4.17612 -0.328 0.551 0.236
H -2.79308 -5.19341 4.21997 0.415 0.656 0.560
H -3.59684 -4.86538 2.79210 -0.272 0.451 -0.244
H -5.22383 -1.93348 1.86574 -0.003 0.366 0.167
C 0.75427 3.25297 4.50454 -0.737 -0.745 -0.229
C 2.08925 2.48083 4.74600 0.968 1.590 0.071
C 2.45699 2.47436 6.24118 0.514 -0.876 1.666
C 1.69074 1.44546 6.99836 0.064 -0.675 -1.752
C 2.18892 0.09539 6.37021 -2.087 -0.695 0.087
C 1.99990 -0.13899 4.79237 -0.068 0.786 -0.921
N 2.22951 1.18275 4.07480 0.794 -0.285 5.815
O 1.95594 1.30904 2.78946 -0.824 -0.499 -2.881
C 3.07811 -1.11122 4.15855 -0.850 -0.025 0.969
C 0.53608 -0.63638 4.49564 0.657 1.280 0.382
C 3.24862 3.36620 4.24284 0.709 0.839 -1.114
H 0.62103 3.59150 3.47704 0.676 0.449 0.020
H 0.56591 4.04725 5.22685 0.506 0.295 -0.182
H -0.16320 2.66812 4.57016 0.145 -0.769 0.473
H 3.48219 2.15682 6.43151 0.520 0.239 -0.765
H 2.39770 3.37831 6.84738 -0.329 0.853 -1.065
H 0.66039 1.70498 6.75516 -0.509 -0.845 0.137
H 1.76917 1.49450 8.08443 0.383 -0.211 -0.061
H 1.49251 -0.58186 6.86463 0.122 -0.857 -0.321
H 3.16686 -0.22974 6.72522 0.254 0.552 -0.179
H 4.07284 -0.66623 4.18307 -0.129 0.238 -0.247
H 3.18453 -2.06473 4.67585 -0.296 -0.039 0.472
H 2.76829 -1.42193 3.16076 0.147 0.499 -0.239
H 0.24801 -1.50537 5.08721 0.092 -0.150 -0.313
H -0.10463 0.20137 4.77092 -0.223 -0.027 0.487
H 0.31564 -0.69767 3.42992 0.405 -0.630 -0.071
H 4.21511 2.87441 4.13267 -0.008 -0.589 1.122
H 3.34848 4.22853 4.90202 0.111 0.082 -0.085
H 3.27386 3.74585 3.22141 -1.250 0.242 -0.282
H 2.84802 1.38448 2.44292 0.323 0.017 -1.040
O -1.64395 3.12648 -7.88641 0.391 -0.369 -0.502
H -2.28428 2.42184 -7.78795 -0.334 -0.366 -0.022
H -1.83056 3.72332 -7.16170 -0.040 0.631 0.357
O -6.32856 2.20204 -0.56447 -0.376 0.067 -0.154
H -5.77256 1.42995 -0.45974 0.281 -0.127 -0.067
H -5.93602 2.86006 0.00925 0.133 0.476 0.233
O 0.28493 5.95393 -3.75361 0.715 -0.057 -0.246
H -0.55540 5.55293 -3.53161 -0.609 -0.028 0.035
H 0.34703 6.71569 -3.17733 -0.071 0.175 0.166
O -4.68193 4.17347 1.46018 -0.289 -0.312 0.049
H -4.68607 5.05743 1.82738 -0.070 0.298 -0.003
H -3.75431 3.95219 1.37774 0.318 -0.082 -0.148
O -5.22286 2.91007 -5.71253 -0.291 -0.511 -0.429
H -5.77807 2.47703 -5.06412 -0.299 -0.007 0.370
H -4.77050 3.59593 -5.22142 0.336 0.584 0.287
O -5.54893 -0.38546 -0.42615 0.258 -0.279 0.304
H -5.27492 -1.24391 -0.74898 0.246 -0.221 -0.245
H -6.50545 -0.42112 -0.43163 -0.425 0.087 -0.008
O -2.61422 5.90944 -3.69716 1.146 -0.235 0.082
H -2.92595 6.81212 -3.76223 -0.339 0.812 0.091
H -3.41027 5.38717 -3.59839 -1.076 -0.567 0.372
O -3.90399 1.18269 -7.36617 0.557 -0.752 -0.461
H -4.41730 1.55819 -6.65080 -0.232 0.688 0.457
H -4.52431 1.10358 -8.09086 -0.071 0.037 -0.198
O -1.90167 5.25673 -6.17980 0.104 -0.297 -0.971
H -2.23272 5.47186 -5.30781 -0.206 0.223 0.787
H -1.19945 5.88900 -6.33263 0.283 0.065 -0.044
O -3.00664 -2.67628 -2.92607 -0.213 -1.023 -0.436
H -2.80121 -1.74139 -2.92322 0.006 0.425 0.129
H -3.28221 -2.86417 -2.02886 0.072 -0.003 0.172
O -0.22013 -0.32586 -7.63498 0.356 -0.079 -0.086
H -0.87319 -0.50527 -6.95854 -0.212 -0.019 0.145
H -0.47125 -0.88973 -8.36657 -0.068 -0.071 -0.214